82
Properties=species:S:1:pos:R:3 method="wB97M-V/def2-TZVPD" multiplicity=6 homo_lumo_gap_ha="0.143 / 0.137" fmax_ev_per_a=5.21 e_above_lowest_ev=1.017 total_charge=+1
C 0.725 -1.139 -4.872
C 1.101 -1.012 -3.527
N 0.743 0.083 -2.829
C 0.228 1.154 -3.452
C -0.122 1.098 -4.803
C 0.110 -0.072 -5.515
C 1.975 -2.025 -2.876
P 2.009 -1.944 -1.046
Ir 1.229 0.164 -0.727
P 0.967 2.453 -1.101
C -0.021 2.412 -2.666
C 1.983 0.083 1.222
C 1.384 -0.737 2.174
C 1.709 -0.598 3.526
C 2.707 0.305 3.912
C 3.390 1.033 2.942
C 3.048 0.898 1.600
O 4.366 -1.114 -3.518
O 3.908 1.180 -3.006
H 0.980 -2.066 -5.378
H -0.596 1.977 -5.243
H -0.188 -0.146 -6.559
C 0.900 -3.245 -0.501
C 3.689 -2.419 -0.542
H 0.251 3.303 -3.252
H -1.085 2.502 -2.385
H 3.095 -1.764 -3.125
H 1.771 -3.031 -3.259
C 0.068 3.487 0.054
C 2.503 3.281 -1.531
H 0.652 -1.488 1.880
H 1.163 -1.189 4.271
H 2.935 0.433 4.968
H 4.182 1.721 3.229
H 3.598 1.438 0.845
H 2.873 0.257 -1.636
H 4.789 1.527 -2.766
H 4.149 -0.039 -3.397
H 4.387 -1.313 -4.496
H 2.658 0.946 -0.899
H 1.322 -4.207 -0.834
H 0.866 -3.185 0.594
H -0.095 -3.076 -0.947
H 3.786 -3.510 -0.685
H 4.422 -1.883 -1.171
H 3.795 -2.148 0.520
H 2.244 4.264 -1.956
H 3.084 3.421 -0.606
H 3.076 2.634 -2.250
H 0.298 4.542 -0.149
H -1.012 3.313 -0.053
H 0.377 3.208 1.068
O -1.557 -1.441 -1.806
C -1.731 -0.768 -0.794
N -2.916 -0.589 -0.108
C -2.713 -0.120 1.234
C -1.307 0.483 1.085
O -0.782 1.269 1.873
N -0.759 -0.042 -0.067
C -3.825 0.826 1.668
C -3.580 2.176 1.919
C -4.633 3.006 2.330
C -5.924 2.489 2.488
C -6.162 1.130 2.215
C -5.115 0.292 1.807
C -2.542 -1.287 2.215
C -2.268 -0.961 3.550
C -2.073 -1.984 4.483
C -2.137 -3.325 4.084
C -2.405 -3.639 2.747
C -2.623 -2.624 1.802
H -3.741 -1.058 -0.452
H -2.565 2.570 1.835
H -4.425 4.055 2.539
H -6.750 3.138 2.812
H -7.165 0.710 2.326
H -5.299 -0.776 1.621
H -2.203 0.097 3.838
H -1.870 -1.720 5.519
H -1.980 -4.124 4.814
H -2.458 -4.675 2.413
H -2.862 -2.875 0.759



88
Properties=species:S:1:pos:R:3 method="wB97M-V/def2-TZVPD" multiplicity=3 homo_lumo_gap_ha="0.202 / 0.195" fmax_ev_per_a=0.80 e_above_lowest_ev=0.000 total_charge=+2
Mo -0.270 0.790 0.172
S -0.816 -1.391 0.546
C 0.406 -1.712 1.784
N 0.382 -2.965 2.241
N 1.214 -3.536 3.031
C 2.551 -3.260 3.456
C 3.539 -2.820 2.582
C 4.833 -2.702 3.052
C 5.137 -3.014 4.373
C 4.149 -3.480 5.227
C 2.850 -3.620 4.766
N 1.153 -0.741 2.273
N 0.974 0.435 1.755
C 1.737 1.463 2.390
C 2.503 1.211 3.522
C 3.228 2.243 4.093
C 3.199 3.515 3.542
C 2.424 3.759 2.414
C 1.690 2.736 1.843
H 0.848 -4.428 3.367
H 3.318 -2.610 1.548
H 5.612 -2.379 2.377
H 6.151 -2.918 4.728
H 4.388 -3.750 6.244
H 2.078 -4.006 5.416
H 2.539 0.218 3.944
H 3.829 2.047 4.968
H 3.781 4.311 3.981
H 2.410 4.742 1.971
H 1.111 2.937 0.936
N 2.388 6.396 -4.811
C 2.387 5.222 -4.141
C 2.324 4.002 -4.837
C 2.316 2.807 -4.156
C 2.374 2.808 -2.764
C 2.441 4.008 -2.056
C 2.446 5.202 -2.735
S 2.385 1.305 -1.912
O 2.965 1.448 -0.609
O 2.738 0.234 -2.780
N 0.748 1.047 -1.497
C -0.298 0.954 -2.398
N -0.192 0.906 -3.702
C -1.340 0.730 -4.356
C -2.566 0.575 -3.719
C -2.575 0.641 -2.339
N -1.438 0.860 -1.678
H 2.489 6.406 -5.811
H 2.572 7.258 -4.327
H 2.301 4.008 -5.916
H 2.286 1.870 -4.686
H 2.540 3.987 -0.981
H 2.529 6.136 -2.196
H -1.267 0.702 -5.434
H -3.474 0.416 -4.277
H -3.480 0.544 -1.751
C 0.524 6.455 4.234
C 0.106 7.043 2.891
C -1.268 6.604 2.388
C -1.376 5.197 1.823
N -1.232 4.193 2.881
C -1.331 2.884 2.737
S -1.845 2.287 1.168
N -1.114 2.084 3.766
C -1.418 0.658 3.875
C -2.469 0.379 4.950
C -1.907 0.243 6.366
C -1.190 1.483 6.889
H 1.439 6.924 4.589
H 0.727 5.384 4.182
H -0.240 6.635 4.991
H 0.858 6.822 2.130
H 0.085 8.128 2.987
H -1.580 7.270 1.582
H -2.010 6.732 3.181
H -0.610 5.013 1.062
H -2.354 5.067 1.355
H -1.094 4.557 3.817
H -0.856 2.528 4.643
H -0.481 0.141 4.108
H -1.759 0.321 2.889
H -2.983 -0.543 4.680
H -3.223 1.170 4.917
H -1.220 -0.607 6.395
H -2.729 -0.006 7.038
H -0.244 1.660 6.372
H -0.936 1.372 7.942
H -1.817 2.371 6.803



75
Properties=species:S:1:pos:R:3 method="wB97M-V/def2-TZVPD" multiplicity=1 homo_lumo_gap_ha=0.185 fmax_ev_per_a=2.06 e_above_lowest_ev=0.396 total_charge=+1
C -1.748 -4.180 1.607
C -1.082 -5.468 1.134
C 0.453 -5.428 1.198
C 1.063 -4.043 1.063
N 2.416 -3.999 1.201
C 3.221 -5.203 1.282
C 4.682 -4.737 1.334
C 4.653 -3.212 1.433
C 3.178 -2.772 1.297
C 0.280 -2.927 0.818
C -1.202 -2.945 0.868
H -2.832 -4.264 1.493
H -1.539 -4.055 2.675
H -1.424 -6.315 1.749
H -1.376 -5.684 0.098
H 0.769 -5.848 2.168
H 0.859 -6.108 0.425
H 2.976 -5.801 2.178
H 3.054 -5.863 0.414
H 5.202 -5.199 2.177
H 5.187 -5.051 0.418
H 5.066 -2.871 2.389
H 5.249 -2.760 0.635
H 3.036 -2.132 0.410
H 2.871 -2.163 2.164
H 0.756 -1.977 0.586
H -1.638 -2.906 -0.138
H -1.558 -2.036 1.376
C 2.878 -1.877 -3.392
N 1.992 -0.950 -2.714
C 0.787 -1.255 -2.173
C 0.180 -0.089 -1.644
C -1.061 -0.056 -1.016
C -1.673 1.148 -0.505
C -0.959 1.986 0.384
C -1.454 3.200 0.824
C -2.744 3.641 0.417
N -3.241 4.825 0.877
C -2.582 5.541 1.952
C -1.072 5.477 1.819
C -0.604 4.028 1.723
C -4.635 5.180 0.690
C -5.122 4.761 -0.685
C -4.848 3.276 -0.929
C -3.503 2.811 -0.457
C -2.986 1.582 -0.854
C 1.125 1.007 -1.929
C 1.088 2.395 -1.858
C 2.228 3.132 -2.225
C 3.369 2.502 -2.749
C 3.385 1.111 -2.943
C 2.257 0.412 -2.532
H 3.780 -1.336 -3.684
H 3.144 -2.693 -2.711
H 2.407 -2.297 -4.289
H 0.364 -2.249 -2.226
H -1.658 -0.975 -1.056
H 0.022 1.667 0.738
H -2.926 6.579 1.919
H -2.883 5.129 2.934
H -0.749 6.025 0.927
H -0.606 5.954 2.684
H -0.623 3.565 2.721
H 0.439 3.994 1.379
H -5.265 4.712 1.469
H -4.718 6.264 0.825
H -6.193 4.963 -0.753
H -4.632 5.369 -1.453
H -5.615 2.691 -0.400
H -4.975 3.058 -1.996
H -3.579 0.941 -1.508
H 0.169 2.910 -1.571
H 2.235 4.221 -2.109
H 4.246 3.084 -3.010
H 4.239 0.585 -3.364



88
Properties=species:S:1:pos:R:3 method="wB97M-V/def2-TZVPD" multiplicity=2 homo_lumo_gap_ha="0.216 / 0.219" fmax_ev_per_a=0.61 e_above_lowest_ev=0.000 total_charge=-1
Co 0.900 0.345 0.479
O -0.760 3.226 -2.003
C -1.947 2.708 -2.344
C -2.921 3.534 -2.911
C -4.157 3.022 -3.269
C -4.444 1.676 -3.087
C -3.470 0.856 -2.531
C -2.235 1.350 -2.141
C -1.214 0.443 -1.465
O 0.029 0.945 -1.396
N -1.777 0.205 -0.067
N -0.923 -0.215 0.865
C -1.372 -0.771 1.936
C -0.548 -1.215 3.036
Br 1.281 -0.706 3.005
C -0.968 -1.904 4.106
C -2.280 -2.480 4.414
C -2.596 -2.643 5.770
C -3.809 -3.173 6.172
C -4.742 -3.573 5.225
C -4.434 -3.451 3.879
C -3.219 -2.917 3.474
H -0.207 2.418 -1.706
H -2.677 4.578 -3.067
H -4.898 3.679 -3.710
H -5.403 1.270 -3.384
H -3.670 -0.207 -2.408
H -1.240 -0.548 -1.960
H -2.697 -0.222 -0.030
H -2.444 -0.890 2.056
H -0.245 -2.036 4.903
H -1.873 -2.334 6.517
H -4.025 -3.278 7.228
H -5.691 -3.992 5.534
H -5.137 -3.790 3.129
H -2.984 -2.905 2.421
O 5.272 0.314 0.212
C 5.448 1.639 0.368
C 6.760 2.118 0.330
C 7.022 3.462 0.499
C 5.980 4.363 0.713
C 4.682 3.893 0.753
C 4.391 2.538 0.583
C 2.986 2.063 0.635
O 2.760 0.829 0.324
N 2.064 2.905 0.997
N 0.795 2.309 1.035
C -0.121 3.193 1.154
S 0.294 4.903 1.179
C -1.427 5.450 1.055
C -2.272 4.493 1.871
S -1.832 2.822 1.330
H 4.298 0.151 0.222
H 7.554 1.401 0.163
H 8.046 3.815 0.463
H 6.182 5.419 0.841
H 3.851 4.567 0.915
H -1.736 5.438 0.009
H -1.481 6.469 1.441
H -3.337 4.620 1.674
H -2.083 4.615 2.938
C 1.007 -5.181 -0.769
Si 0.028 -3.568 -0.884
C -1.322 -3.682 0.439
C -0.920 -3.674 -2.519
As 1.514 -1.811 -0.541
Si 1.971 -1.233 -2.767
C 3.124 0.250 -2.806
C 2.899 -2.705 -3.521
C 0.594 -0.836 -4.001
H 0.354 -6.055 -0.865
H 1.532 -5.237 0.187
H 1.763 -5.226 -1.557
H -1.848 -4.639 0.356
H -2.055 -2.881 0.302
H -0.909 -3.607 1.448
H -1.582 -4.547 -2.489
H -0.249 -3.794 -3.372
H -1.532 -2.786 -2.697
H 4.062 0.060 -2.280
H 2.642 1.116 -2.351
H 3.358 0.490 -3.849
H 3.757 -2.976 -2.903
H 3.257 -2.466 -4.529
H 2.252 -3.585 -3.597
H 0.036 0.041 -3.674
H -0.097 -1.662 -4.170
H 1.067 -0.598 -4.961



80
Properties=species:S:1:pos:R:3 method="wB97M-V/def2-TZVPD" multiplicity=5 homo_lumo_gap_ha="0.119 / 0.176" fmax_ev_per_a=3.35 total_charge=-1
Co -0.058 0.213 -0.240
N -0.939 -0.032 1.671
N -1.689 2.403 0.743
C 0.746 0.553 -2.134
C -0.685 0.425 -2.073
C -0.991 -0.902 -1.580
C -2.392 -1.411 -1.700
H -3.097 -0.563 -1.660
H -2.696 -2.101 -0.900
H -2.577 -1.888 -2.684
C 0.277 -1.566 -1.280
C 0.687 -2.964 -0.939
H 0.832 -3.568 -1.854
H 0.022 -3.772 -0.111
H 1.685 -2.912 -0.473
C 1.324 -0.618 -1.570
C 2.792 -0.928 -1.566
H 3.035 -1.613 -0.750
H 3.378 -0.018 -1.405
H 3.162 -1.386 -2.501
C -1.659 1.429 -2.597
H -1.941 1.248 -3.646
H -1.218 2.431 -2.546
H -2.570 1.430 -1.992
C 1.540 1.646 -2.779
H 2.403 1.926 -2.151
H 0.944 2.553 -2.951
H 1.949 1.338 -3.760
C -0.599 -1.260 2.379
H 0.418 -1.321 2.763
C -1.637 -2.177 2.920
H -1.318 -3.008 3.535
C -3.016 -1.805 2.819
H -3.777 -2.471 3.230
C -3.302 -0.651 2.118
H -4.338 -0.371 1.907
C -2.284 0.264 1.651
C -2.651 1.439 0.985
H -3.681 1.745 0.903
C -0.387 2.069 0.406
C -1.902 3.783 0.736
H -2.870 4.222 0.922
C -0.709 4.321 0.552
H -0.412 5.351 0.569
N 0.220 3.293 0.358
C 1.628 3.550 0.397
C 2.223 4.290 -0.632
C 3.613 4.435 -0.621
H 4.100 4.934 -1.461
C 4.387 3.966 0.440
C 5.878 4.103 0.437
H 6.372 3.148 0.216
H 6.239 4.431 1.417
H 6.201 4.829 -0.314
C 3.744 3.370 1.524
H 4.329 3.054 2.389
C 2.363 3.186 1.530
C 1.675 2.697 2.757
H 1.183 3.513 3.309
H 2.416 2.254 3.429
H 0.921 1.942 2.518
C 1.440 4.895 -1.753
H 1.250 5.965 -1.586
H 0.473 4.412 -1.913
H 2.023 4.822 -2.680
S -1.159 -2.277 0.969
C -1.103 -4.349 0.341
N -1.417 -4.886 1.535
C -2.435 -5.893 1.760
C -2.705 -6.662 0.481
C -2.720 -5.840 -0.791
N -1.721 -4.780 -0.770
H -0.854 -4.638 2.337
H -3.354 -5.435 2.159
H -2.016 -6.581 2.507
H -3.676 -7.158 0.576
H -1.941 -7.448 0.392
H -3.716 -5.410 -0.952
H -2.463 -6.489 -1.644
H -1.200 -4.725 -1.626



86
Properties=species:S:1:pos:R:3 method="wB97M-V/def2-TZVPD" multiplicity=1 homo_lumo_gap_ha=0.232 fmax_ev_per_a=0.43 e_above_lowest_ev=0.078 total_charge=+3
W 0.406 -0.172 -0.127
C 3.499 3.620 5.686
C 3.623 2.113 5.801
C 5.042 1.664 6.101
C 5.075 0.168 6.354
C 4.430 -0.578 5.220
C 4.734 -1.899 4.987
C 4.165 -2.593 3.916
F 4.493 -3.863 3.745
C 3.304 -1.997 3.040
C 2.977 -0.648 3.250
C 2.105 0.036 2.356
O 1.599 -0.631 1.327
C 1.822 1.374 2.567
C 2.363 2.003 3.696
N 3.154 1.394 4.547
C 3.522 0.060 4.347
C 0.998 2.216 1.673
O 0.632 3.321 1.890
O 0.676 1.575 0.487
H 3.930 4.050 6.589
H 2.469 3.971 5.641
H 4.061 4.009 4.835
H 2.957 1.745 6.586
H 5.389 2.204 6.980
H 5.699 1.941 5.272
H 4.546 -0.064 7.283
H 6.097 -0.186 6.481
H 5.433 -2.421 5.629
H 2.893 -2.553 2.211
H 2.119 3.038 3.880
C -3.625 -1.172 1.554
C -2.342 -1.097 0.807
N -1.559 -0.064 0.810
O -1.854 1.044 1.532
C -1.796 -2.189 -0.045
C -2.510 -3.390 -0.536
N -0.577 -1.861 -0.278
O 0.419 -1.971 -1.156
H -4.325 -0.401 1.218
H -3.452 -1.043 2.627
H -4.102 -2.138 1.415
H -2.697 0.916 2.003
H -2.434 -4.194 0.202
H -2.062 -3.748 -1.462
H -3.566 -3.178 -0.692
C 7.023 -0.492 -2.020
C 5.679 -1.090 -1.624
C 4.531 -0.110 -1.880
C 3.177 -0.748 -1.495
Ge 1.880 0.517 -2.280
C 1.222 0.084 -4.047
C 2.385 0.043 -5.054
C 3.075 1.391 -5.238
C 4.234 1.315 -6.222
H 7.830 -1.196 -1.821
H 7.231 0.423 -1.464
H 7.049 -0.252 -3.084
H 5.680 -1.364 -0.565
H 5.497 -2.011 -2.184
H 4.543 0.180 -2.937
H 4.689 0.809 -1.309
H 3.160 -0.950 -0.426
H 3.018 -1.698 -2.011
H 2.183 1.975 -1.925
H 0.490 0.842 -4.332
H 0.722 -0.885 -3.991
H 1.985 -0.298 -6.011
H 3.117 -0.714 -4.752
H 3.445 1.764 -4.272
H 2.341 2.127 -5.579
H 4.993 0.607 -5.884
H 4.711 2.285 -6.346
H 3.889 0.986 -7.203
N -4.329 2.931 -5.239
C -3.605 2.470 -4.477
C -2.700 1.895 -3.526
C -2.505 0.516 -3.477
C -1.621 0.002 -2.556
N -0.938 0.774 -1.685
C -1.133 2.107 -1.735
C -1.993 2.698 -2.637
H -3.025 -0.145 -4.157
H -1.420 -1.061 -2.539
H -0.582 2.707 -1.025
H -2.110 3.773 -2.640



Question: Which value of multiplicity does entry 1 give?
Answer: 6



Question: Which of these has the highest multiplicity?
Answer: C32H40IrN3O4P2



Question: Among the records above, which one has the highest multiplicity?
Answer: C32H40IrN3O4P2



Repeat the second record exactly.
88
Properties=species:S:1:pos:R:3 method="wB97M-V/def2-TZVPD" multiplicity=3 homo_lumo_gap_ha="0.202 / 0.195" fmax_ev_per_a=0.80 e_above_lowest_ev=0.000 total_charge=+2
Mo -0.270 0.790 0.172
S -0.816 -1.391 0.546
C 0.406 -1.712 1.784
N 0.382 -2.965 2.241
N 1.214 -3.536 3.031
C 2.551 -3.260 3.456
C 3.539 -2.820 2.582
C 4.833 -2.702 3.052
C 5.137 -3.014 4.373
C 4.149 -3.480 5.227
C 2.850 -3.620 4.766
N 1.153 -0.741 2.273
N 0.974 0.435 1.755
C 1.737 1.463 2.390
C 2.503 1.211 3.522
C 3.228 2.243 4.093
C 3.199 3.515 3.542
C 2.424 3.759 2.414
C 1.690 2.736 1.843
H 0.848 -4.428 3.367
H 3.318 -2.610 1.548
H 5.612 -2.379 2.377
H 6.151 -2.918 4.728
H 4.388 -3.750 6.244
H 2.078 -4.006 5.416
H 2.539 0.218 3.944
H 3.829 2.047 4.968
H 3.781 4.311 3.981
H 2.410 4.742 1.971
H 1.111 2.937 0.936
N 2.388 6.396 -4.811
C 2.387 5.222 -4.141
C 2.324 4.002 -4.837
C 2.316 2.807 -4.156
C 2.374 2.808 -2.764
C 2.441 4.008 -2.056
C 2.446 5.202 -2.735
S 2.385 1.305 -1.912
O 2.965 1.448 -0.609
O 2.738 0.234 -2.780
N 0.748 1.047 -1.497
C -0.298 0.954 -2.398
N -0.192 0.906 -3.702
C -1.340 0.730 -4.356
C -2.566 0.575 -3.719
C -2.575 0.641 -2.339
N -1.438 0.860 -1.678
H 2.489 6.406 -5.811
H 2.572 7.258 -4.327
H 2.301 4.008 -5.916
H 2.286 1.870 -4.686
H 2.540 3.987 -0.981
H 2.529 6.136 -2.196
H -1.267 0.702 -5.434
H -3.474 0.416 -4.277
H -3.480 0.544 -1.751
C 0.524 6.455 4.234
C 0.106 7.043 2.891
C -1.268 6.604 2.388
C -1.376 5.197 1.823
N -1.232 4.193 2.881
C -1.331 2.884 2.737
S -1.845 2.287 1.168
N -1.114 2.084 3.766
C -1.418 0.658 3.875
C -2.469 0.379 4.950
C -1.907 0.243 6.366
C -1.190 1.483 6.889
H 1.439 6.924 4.589
H 0.727 5.384 4.182
H -0.240 6.635 4.991
H 0.858 6.822 2.130
H 0.085 8.128 2.987
H -1.580 7.270 1.582
H -2.010 6.732 3.181
H -0.610 5.013 1.062
H -2.354 5.067 1.355
H -1.094 4.557 3.817
H -0.856 2.528 4.643
H -0.481 0.141 4.108
H -1.759 0.321 2.889
H -2.983 -0.543 4.680
H -3.223 1.170 4.917
H -1.220 -0.607 6.395
H -2.729 -0.006 7.038
H -0.244 1.660 6.372
H -0.936 1.372 7.942
H -1.817 2.371 6.803